Record 1
Molecular formula: C36H76BFNO12
Method: DFT, ωB97M-V with the def2-TZVPD basis set

Max |F| = 4.67 eV Å⁻¹
Net charge = +1
LUMO level = -0.1557 Eh
Kohn-Sham gap = 6.34 eV

Last columns: bonded neighbours and bond lengths (Å).
Geometry (Å):
1 C 0.3161 0.9768 -0.1552  C2 1.416, H28 1.136, H29 1.151
2 C -0.1691 -0.3170 -0.4656  C1 1.416, C3 1.623, H30 1.136
3 C -0.4038 -1.4951 0.6260  C2 1.623, C4 1.600, H31 1.151, H32 1.138
4 C 0.7063 -2.6057 0.3217  C3 1.600, C5 1.595, C12 1.602, H33 1.157
5 C 1.7324 -3.0680 1.4520  C4 1.595, B6 1.654, N10 1.519, H34 1.145
6 B 2.6830 -1.8898 2.1177  C5 1.654, O7 1.452, O8 1.455
7 O 2.7307 -0.5570 1.5438  B6 1.452, H35 0.985
8 O 3.5283 -2.1719 3.2678  B6 1.455, C9 1.455
9 C 2.6665 -2.2541 4.4370  O8 1.455, H36 1.137, H37 1.152, H38 1.156
10 N 2.5500 -4.0474 0.6272  C5 1.519, C11 1.342, H39 1.032
11 C 1.8495 -4.5803 -0.3858  N10 1.342, C12 1.636, H40 1.145
12 C 0.3152 -4.0151 -0.3320  C4 1.602, C11 1.636, C13 1.603, C16 1.606
13 C -0.3965 -5.1556 0.5401  C12 1.603, C14 1.597, H41 1.142, H42 1.157
14 C -1.2949 -4.6332 1.7526  C13 1.597, F15 1.434, H43 1.155, H44 1.137
15 F -2.4842 -3.9344 1.3612  C14 1.434
16 C -0.0373 -3.8175 -1.8859  C12 1.606, C17 1.601, H45 1.152, H46 1.155
17 C -1.4398 -4.4150 -2.3741  C16 1.601, C18 1.626, H47 1.141, H48 1.156
18 C -2.6869 -3.4278 -2.0380  C17 1.626, C19 1.603, H49 1.140, H50 1.142
19 C -4.1170 -4.1429 -2.1559  C18 1.603, C20 1.600, H51 1.156, H52 1.154
20 C -4.8107 -4.4460 -0.7468  C19 1.600, C21 1.602, H53 1.152, H54 1.155
21 C -5.3246 -3.1578 0.0559  C20 1.602, C22 1.602, H55 1.156, H56 1.142
22 C -5.3060 -1.7881 -0.7738  C21 1.602, C23 1.623, H57 1.142, H58 1.137
23 C -5.9764 -0.5640 0.0555  C22 1.623, O24 1.452, H59 1.143, H60 1.152
24 O -5.9471 0.6798 -0.6935  C23 1.452, C25 1.418
25 C -4.6320 1.1940 -0.8244  O24 1.418, C26 1.593, O27 1.262
26 C -3.6761 1.6259 0.3745  C25 1.593, H61 1.139, H62 1.152, H63 1.140
27 O -4.1659 1.2913 -1.9932  C25 1.262
28 H -0.0442 1.6493 0.6863  C1 1.136
29 H 1.1182 1.4172 -0.8528  C1 1.151
30 H -0.3947 -0.5826 -1.5470  C2 1.136
31 H -0.3089 -1.0918 1.6994  C3 1.151
32 H -1.4757 -1.8444 0.4702  C3 1.138
33 H 1.3848 -2.1017 -0.4677  C4 1.157
34 H 1.3438 -3.5780 2.4006  C5 1.145
35 H 2.3520 0.0873 2.1853  O7 0.985
36 H 3.0432 -1.6758 5.3405  C9 1.137
37 H 1.5906 -1.9213 4.1962  C9 1.152
38 H 2.5853 -3.3606 4.7622  C9 1.156
39 H 3.5381 -4.2787 0.8171  N10 1.032
40 H 2.2279 -5.3430 -1.1513  C11 1.145
41 H -1.0376 -5.8898 -0.0557  C13 1.142
42 H 0.4341 -5.8022 1.0201  C13 1.157
43 H -1.6491 -5.5674 2.3312  C14 1.155
44 H -0.7487 -3.9858 2.5111  C14 1.137
45 H 0.7769 -4.2259 -2.5909  C16 1.152
46 H -0.0761 -2.6851 -2.1080  C16 1.155
47 H -1.6389 -5.4977 -2.0747  C17 1.141
48 H -1.3935 -4.4230 -3.5295  C17 1.156
49 H -2.5644 -3.0314 -0.9760  C18 1.140
50 H -2.6503 -2.5356 -2.7496  C18 1.142
51 H -4.0724 -5.1517 -2.7185  C19 1.156
52 H -4.7634 -3.4690 -2.8343  C19 1.154
53 H -4.1237 -5.1386 -0.1348  C20 1.152
54 H -5.7436 -5.0882 -0.9737  C20 1.155
55 H -6.4292 -3.3500 0.3378  C21 1.156
56 H -4.7911 -2.9602 1.0466  C21 1.142
57 H -4.2139 -1.4871 -0.9158  C22 1.142
58 H -5.8929 -1.9171 -1.7389  C22 1.137
59 H -7.0503 -0.7898 0.3748  C23 1.143
60 H -5.3718 -0.4177 1.0246  C23 1.152
61 H -2.5684 1.5927 0.1116  C26 1.139
62 H -3.9784 2.7019 0.6553  C26 1.152
63 H -3.8283 0.9777 1.2993  C26 1.140
64 C 6.3880 -0.8919 2.0992  O65 1.421, H70 1.091, H71 1.093, H72 1.093
65 O 7.0980 -1.1305 0.8915  C64 1.421, C66 1.427
66 C 6.7494 -0.2014 -0.1339  O65 1.427, C67 1.525, H73 1.096, H74 1.094
67 C 7.7936 0.9025 -0.2654  C66 1.525, O68 1.426, H75 1.094, H76 1.096
68 O 7.8327 1.7224 0.9004  C67 1.426, C69 1.423
69 C 8.9081 1.3839 1.7682  O68 1.423, H77 1.093, H78 1.092, H79 1.092
70 H 6.8851 -1.4404 2.9012  C64 1.091
71 H 6.3699 0.1687 2.3624  C64 1.093
72 H 5.3646 -1.2624 2.0028  C64 1.093
73 H 5.7534 0.2200 0.0448  C66 1.096
74 H 6.7124 -0.7621 -1.0727  C66 1.094
75 H 7.5151 1.5502 -1.1014  C67 1.094
76 H 8.7828 0.4829 -0.4802  C67 1.096
77 H 9.8433 1.7877 1.3730  C69 1.093
78 H 8.9999 0.3042 1.9048  C69 1.092
79 H 8.7130 1.8404 2.7414  C69 1.092
80 C -1.9188 -3.6947 -6.6211  O81 1.422, H86 1.092, H87 1.092, H88 1.095
81 O -2.8502 -3.2222 -5.6566  C80 1.422, C82 1.428
82 C -3.3581 -1.9273 -5.9811  O81 1.428, C83 1.525, H89 1.095, H90 1.094
83 C -4.7435 -2.0145 -6.6128  C82 1.525, O84 1.425, H91 1.093, H92 1.096
84 O -4.6966 -2.6604 -7.8826  C83 1.425, C85 1.422
85 C -5.0999 -4.0223 -7.8153  O84 1.422, H93 1.093, H94 1.092, H95 1.092
86 H -1.7843 -4.7672 -6.4676  C80 1.092
87 H -2.2669 -3.5305 -7.6433  C80 1.092
88 H -0.9551 -3.1955 -6.4775  C80 1.095
89 H -2.6621 -1.3885 -6.6332  C82 1.095
90 H -3.4362 -1.3706 -5.0423  C82 1.094
91 H -5.1142 -1.0003 -6.7845  C83 1.093
92 H -5.4484 -2.5215 -5.9437  C83 1.096
93 H -6.1892 -4.0828 -7.7513  C85 1.093
94 H -4.6502 -4.5413 -6.9657  C85 1.092
95 H -4.7750 -4.5163 -8.7338  C85 1.092
96 C 4.3876 5.5035 3.8170  O97 1.422, H102 1.091, H103 1.093, H104 1.094
97 O 4.9215 5.0083 2.5962  C96 1.422, C98 1.426
98 C 4.9024 3.5843 2.5318  O97 1.426, C99 1.525, H105 1.096, H106 1.094
99 C 3.7286 3.0809 1.6979  C98 1.525, O100 1.427, H107 1.094, H108 1.096
100 O 2.4789 3.3829 2.3179  C99 1.427, C101 1.423
101 C 1.8508 4.5264 1.7486  O100 1.423, H109 1.093, H110 1.092, H111 1.092
102 H 4.1810 6.5676 3.6910  C96 1.091
103 H 3.4586 4.9990 4.0941  C96 1.093
104 H 5.1239 5.3809 4.6171  C96 1.094
105 H 4.8856 3.1489 3.5374  C98 1.096
106 H 5.8336 3.2741 2.0482  C98 1.094
107 H 3.7926 1.9908 1.6256  C99 1.094
108 H 3.7672 3.4883 0.6811  C99 1.096
109 H 1.3881 4.2573 0.7953  C101 1.093
110 H 2.5542 5.3482 1.5993  C101 1.092
111 H 1.0695 4.8605 2.4349  C101 1.092
112 C -3.4444 8.0719 3.6807  O113 1.421, H118 1.091, H119 1.093, H120 1.094
113 O -2.4113 9.0225 3.4597  C112 1.421, C114 1.426
114 C -1.1339 8.5435 3.8739  O113 1.426, C115 1.525, H121 1.096, H122 1.094
115 C -0.3130 8.0493 2.6871  C114 1.525, O116 1.427, H123 1.094, H124 1.096
116 O -0.9020 6.8952 2.0897  C115 1.427, C117 1.422
117 C -1.6389 7.2097 0.9145  O116 1.422, H125 1.093, H126 1.092, H127 1.093
118 H -4.3192 8.3807 3.1061  C112 1.091
119 H -3.1545 7.0680 3.3610  C112 1.093
120 H -3.7090 8.0564 4.7424  C112 1.094
121 H -1.2390 7.7601 4.6326  C114 1.096
122 H -0.6110 9.3869 4.3339  C114 1.094
123 H 0.6770 7.7524 3.0456  C115 1.094
124 H -0.1775 8.8450 1.9459  C115 1.096
125 H -0.9523 7.3730 0.0799  C117 1.093
126 H -2.2710 8.0896 1.0508  C117 1.092
127 H -2.2797 6.3565 0.6792  C117 1.093


Record 2
Molecular formula: C2H4N2O
Method: DFT, ωB97M-V with the def2-TZVPD basis set

Max |F| = 3.30 eV Å⁻¹
Net charge = 0
LUMO level = 0.0191 Eh
Relative energy (zero: lowest compared OMol25 entry of this formula, charge and spin) = 64.82 kcal per mole
Kohn-Sham gap = 9.91 eV

Last columns: bonded neighbours and bond lengths (Å).
Geometry (Å):
1 C -2.2950 0.0534 0.3450  N3 1.123, H6 1.067
2 C 0.6511 -0.5002 -0.7712  N4 1.346, O5 1.316
3 N -3.0831 0.3322 1.0945  C1 1.123
4 N 0.8629 -0.2965 0.5419  C2 1.346, H7 1.014, H8 1.054
5 O 1.5073 0.0969 -1.5727  C2 1.316, H9 0.935
6 H -1.5748 0.0531 -0.4418  C1 1.067
7 H 0.0050 -0.4103 1.0711  N4 1.014
8 H 1.8087 0.1070 0.7749  N4 1.054
9 H 2.1181 0.5645 -1.0417  O5 0.935


The lowest Kohn-Sham gap belongs to which entry?
C36H76BFNO12


Among the records above, which one has the lowest net charge?
C2H4N2O